# 1
Entry from OMol25: a 2-piece molecular cluster, C2H4O3 overall (wB97M-V/def2-TZVPD).

Summary:
Energy relative to the best compared isomer or geometry (same formula, charge and spin) in eV: 1.599
HOMO-LUMO gap in eV: 10.9
Structure (SMILES): O=CO.C=O
E_LUMO in eV: 0.1

ORCA input file:
```
! wB97M-V def2-TZVPD RIJCOSX def2/J DEFGRID3
* xyz 0 1
O -0.61256 -1.13385 1.32649
C -1.24399 -0.92336 0.33433
O -0.77068 -0.80733 -0.90297
H -2.33899 -0.83489 0.35035
H -0.08016 -0.14881 -1.15986
C 1.21677 0.93574 0.02554
O 1.27658 0.97034 -1.18180
H 1.21275 1.89970 0.55851
H 1.34028 0.04246 0.64940
*
```

Listed below, in e, are the Löwdin charges computed for each atom: number 1, O, carries 0.065; number 2, C, carries -0.406; number 3, O, carries 0.046; number 4, H, carries 0.138; number 5, H, carries 0.064; number 6, C, carries -0.099; number 7, O, carries 0.000; number 8, H, carries 0.100; number 9, H, carries 0.092


# 2
Entry from OMol25: a 2-piece molecular cluster, C2H4O3 overall (wB97M-V/def2-TZVPD).

Summary:
Energy relative to the best compared isomer or geometry (same formula, charge and spin) in eV: 4.180
HOMO-LUMO gap in eV: 8.4
E_LUMO in eV: -1.7

ORCA input file:
```
! wB97M-V def2-TZVPD RIJCOSX def2/J DEFGRID3
* xyz 0 1
C 0.41440 0.44963 0.75536
C 0.03945 0.17487 -0.66252
H -0.29033 0.56254 2.86246
H 1.38537 -0.09314 0.92749
H 0.78300 1.48016 1.20135
H -0.86768 -1.14030 0.29699
O -0.43524 -0.22970 1.61085
O -0.76214 -0.81765 -0.68530
O 0.73070 0.47782 -1.65621
*
```

Listed below, in e, are the Löwdin charges computed for each atom: number 1, C, carries -0.268; number 2, C, carries -0.552; number 3, H, carries 0.370; number 4, H, carries 0.138; number 5, H, carries 0.156; number 6, H, carries 0.151; number 7, O, carries -0.197; number 8, O, carries 0.136; number 9, O, carries 0.065


# 3
Entry from OMol25: a 2-piece molecular cluster, C2H4O3 overall (wB97M-V/def2-TZVPD).

Summary:
Energy relative to the best compared isomer or geometry (same formula, charge and spin) in eV: 0.654
HOMO-LUMO gap in eV: 10.9
Structure (SMILES): O=C=O.CO
E_LUMO in eV: 0.5

ORCA input file:
```
! wB97M-V def2-TZVPD RIJCOSX def2/J DEFGRID3
* xyz 0 1
O 2.13399 1.12203 0.06678
C 2.66614 0.12635 -0.07935
O 3.30987 -0.79390 -0.26621
C -1.72081 -0.12818 -0.11780
O -0.50759 -0.34454 0.59946
H -1.38157 0.17408 -1.14583
H -2.51062 0.62549 0.46975
H -2.07596 -1.16516 -0.35438
H 0.08655 0.38382 0.82759
*
```

Listed below, in e, are the Löwdin charges computed for each atom: number 1, O, carries 0.217; number 2, C, carries -0.446; number 3, O, carries 0.239; number 4, C, carries -0.173; number 5, O, carries -0.172; number 6, H, carries 0.073; number 7, H, carries 0.133; number 8, H, carries 0.078; number 9, H, carries 0.051


# 4
Entry from OMol25: an isolated ion of composition C2H4O3P and charge -1 (wB97M-V/def2-TZVPD).

Summary:
Energy relative to the best compared isomer or geometry (same formula, charge and spin) in eV: 2.176
HOMO-LUMO gap in eV: 8.0
Structure (SMILES): C=C([O-])O[PH2]=O
E_LUMO in eV: 4.4

ORCA input file:
```
! wB97M-V def2-TZVPD RIJCOSX def2/J DEFGRID3
* xyz -1 1
C -1.22629 0.39711 0.93179
C -1.57973 -0.71303 0.25112
O -2.50577 -1.21963 -0.32031
O -0.26848 -1.73200 0.31695
P 0.96871 -1.04508 -0.28261
O 2.08619 -0.94205 0.66766
H -2.05488 1.02613 1.06211
H -0.51783 0.41592 1.65641
H 1.10460 -1.79227 -1.39722
H 0.87746 0.17925 -0.70271
*
```

Listed below, in e, are the Löwdin charges computed for each atom: number 1, C, carries -0.070; number 2, C, carries -0.582; number 3, O, carries 0.000; number 4, O, carries -0.307; number 5, P, carries 0.432; number 6, O, carries -0.441; number 7, H, carries 0.014; number 8, H, carries -0.004; number 9, H, carries -0.020; number 10, H, carries -0.022


# 5
Entry from OMol25: a single C2H4O3S2 molecule (wB97M-V/def2-TZVPD).

Summary:
Energy relative to the best compared isomer or geometry (same formula, charge and spin) in eV: 3.609
HOMO-LUMO gap (spin up / spin down) in eV: 7.0 / 7.0
E_LUMO (spin up / spin down) in eV: -1.3 / -1.3

ORCA input file:
```
! wB97M-V def2-TZVPD RIJCOSX def2/J DEFGRID3
* xyz 0 1
C -2.05233 0.55641 -0.07946
C 1.79239 -0.32716 -0.52117
O 0.13609 -2.34893 -0.20345
O 0.06328 -0.48380 1.41282
O -1.31216 -0.10153 -0.81062
S 2.04816 1.31110 -0.06571
S 0.30473 -0.96139 0.07832
H -2.33583 0.20687 0.91291
H -2.39321 1.54906 -0.38274
H 1.91036 -0.50808 -1.57695
H 1.83851 1.10745 1.23605
*
```

Listed below, in e, are the Löwdin charges computed for each atom: number 1, C, carries -0.003; number 2, C, carries -0.652; number 3, O, carries -0.307; number 4, O, carries -0.362; number 5, O, carries -0.123; number 6, S, carries 0.721; number 7, S, carries 0.617; number 8, H, carries 0.103; number 9, H, carries 0.106; number 10, H, carries 0.025; number 11, H, carries -0.124


# 6
Entry from OMol25: a 2-piece molecular cluster, C2H4O3S3 overall (wB97M-V/def2-TZVPD).

Summary:
Energy relative to the best compared isomer or geometry (same formula, charge and spin) in eV: 3.155
HOMO-LUMO gap in eV: 8.9
Structure (SMILES): O=C1S[C@]1(O)S.OS
E_LUMO in eV: 0.0

ORCA input file:
```
! wB97M-V def2-TZVPD RIJCOSX def2/J DEFGRID3
* xyz 0 1
O 0.41755 1.06544 -1.72189
C -0.20952 0.82252 -0.70918
S -0.55568 1.45317 0.90216
C -1.13657 -0.11380 -0.07534
O -2.50084 -0.06496 -0.38673
S -0.66763 -1.79460 0.56665
H -2.58099 -0.22773 -1.37402
H -1.73371 -2.17900 1.20686
O 1.81706 -0.28194 0.59671
S 3.16119 0.45463 -0.01141
H 1.70396 -0.41830 1.59963
H 2.28518 1.28458 -0.59343
*
```

Listed below, in e, are the Löwdin charges computed for each atom: number 1, O, carries 0.044; number 2, C, carries -0.743; number 3, S, carries 0.954; number 4, C, carries -0.902; number 5, O, carries -0.093; number 6, S, carries 0.811; number 7, H, carries 0.146; number 8, H, carries -0.156; number 9, O, carries -0.735; number 10, S, carries 0.749; number 11, H, carries 0.076; number 12, H, carries -0.149


# 7
Entry from OMol25: a single C2H4O4 molecule (wB97M-V/def2-TZVPD).

Summary:
Energy relative to the best compared isomer or geometry (same formula, charge and spin) in eV: 0.763
HOMO-LUMO gap in eV: 11.1
Structure (SMILES): O=C(O)C(O)O
E_LUMO in eV: 0.5

ORCA input file:
```
! wB97M-V def2-TZVPD RIJCOSX def2/J DEFGRID3
* xyz 0 1
O -1.00465 -1.01017 0.87644
C -0.81847 -0.11707 0.07757
O -1.81002 0.52302 -0.51322
C 0.59616 0.42262 -0.13373
O 1.17313 -0.26820 -1.19534
O 1.36863 0.41724 1.02479
H -2.67878 0.16618 -0.25878
H 0.38168 1.51921 -0.33446
H 1.39667 -1.17081 -0.92753
H 1.39564 -0.48202 1.38425
*
```

Listed below, in e, are the Löwdin charges computed for each atom: number 1, O, carries 0.105; number 2, C, carries -0.471; number 3, O, carries 0.144; number 4, C, carries -0.410; number 5, O, carries 0.046; number 6, O, carries 0.040; number 7, H, carries 0.144; number 8, H, carries 0.181; number 9, H, carries 0.115; number 10, H, carries 0.107


# 8
Entry from OMol25: C2H4O4SYb as an isolated structure (wB97M-V/def2-TZVPD).

Summary:
Energy relative to the best compared isomer or geometry (same formula, charge and spin) in eV: 3.902
HOMO-LUMO gap (spin up / spin down) in eV: 6.6 / 5.6
E_LUMO (spin up / spin down) in eV: -6.2 / -7.1

ORCA input file:
```
! wB97M-V def2-TZVPD RIJCOSX def2/J DEFGRID3
* xyz 1 2
S -0.96399 2.21661 -0.99023
O -0.22654 1.80418 -2.22663
O -2.38406 1.52974 -1.02368
O -0.34835 1.24120 0.22195
C 1.11749 -0.26168 0.24414
C 0.47779 -1.47892 0.84796
O -0.81633 -1.57908 0.84006
Yb -2.23715 0.00721 0.40722
H 2.21667 -0.30191 0.25516
H 0.95022 -0.33556 -0.84348
H 1.17581 -0.43400 1.62469
H 1.03844 -2.40778 0.64284
*
```

Listed below, in e, are the Löwdin charges computed for each atom: number 1, S, carries 0.781; number 2, O, carries -0.438; number 3, O, carries -0.643; number 4, O, carries -0.643; number 5, C, carries -0.039; number 6, C, carries -0.313; number 7, O, carries -0.273; number 8, Yb, carries 1.917; number 9, H, carries 0.110; number 10, H, carries 0.122; number 11, H, carries 0.247; number 12, H, carries 0.171


# 9
Entry from OMol25: a 2-piece molecular cluster, C2H4O5 overall (wB97M-V/def2-TZVPD).

Summary:
Energy relative to the best compared isomer or geometry (same formula, charge and spin) in eV: 2.648
HOMO-LUMO gap in eV: 10.7
Structure (SMILES): O=C(O)OO.C=O
E_LUMO in eV: 0.4

ORCA input file:
```
! wB97M-V def2-TZVPD RIJCOSX def2/J DEFGRID3
* xyz 0 1
O 1.19115 1.53218 -1.08894
C 0.81082 1.06779 -0.07199
O 1.45353 0.88928 1.04256
O -0.63971 0.85420 0.03022
O -1.03854 0.48339 1.34812
H 0.90355 0.44053 1.70532
H -1.94219 0.85033 1.39041
C -0.20367 -1.50909 -1.07812
O 0.75538 -1.48301 -0.33748
H -0.19475 -0.98615 -2.05966
H -1.09558 -2.13946 -0.88043
*
```

Listed below, in e, are the Löwdin charges computed for each atom: number 1, O, carries 0.177; number 2, C, carries -0.604; number 3, O, carries 0.182; number 4, O, carries -0.063; number 5, O, carries -0.018; number 6, H, carries 0.126; number 7, H, carries 0.128; number 8, C, carries -0.113; number 9, O, carries -0.009; number 10, H, carries 0.101; number 11, H, carries 0.094


# 10
Entry from OMol25: a 2-piece molecular cluster, C2H4OS overall (wB97M-V/def2-TZVPD).

Summary:
Energy relative to the best compared isomer or geometry (same formula, charge and spin) in eV: 0.731
HOMO-LUMO gap in eV: 9.9
E_LUMO in eV: 0.9

ORCA input file:
```
! wB97M-V def2-TZVPD RIJCOSX def2/J DEFGRID3
* xyz 0 1
C 0.47824 -0.06737 -0.38463
C -2.37283 1.14680 0.56506
O -2.87412 0.13892 0.50618
S 2.00377 0.41228 0.40378
H 0.78954 -0.81698 -1.10190
H -0.11744 0.72938 -0.89699
H -0.12181 -0.61353 0.34085
H 2.21466 -0.92950 0.56765
*
```

Listed below, in e, are the Löwdin charges computed for each atom: number 1, C, carries -0.573; number 2, C, carries 0.000; number 3, O, carries 0.031; number 4, S, carries 0.610; number 5, H, carries 0.013; number 6, H, carries 0.034; number 7, H, carries 0.006; number 8, H, carries -0.121


Q: energy relative to the best compared isomer or geometry (same formula, charge and spin) of number 5 (C2H4O3S2)?
A: 3.609 eV